Molecular formula: C35H52AsFeP3Se
Method: DFT, ωB97M-V with the def2-TZVPD basis set

Net charge = +3
Frontier orbital gap (spin up / spin down) = 5.871 / 3.915 eV
E_HOMO (spin up / spin down) = -15.8 / -15.8 eV
Spin multiplicity = 6
Relative energy (zero: lowest compared OMol25 entry of this formula, charge and spin) = 27.6 kcal per mole

```
93
Properties=species:S:1:pos:R:3:forces:R:3:mulliken_charge:R:1
Fe 0.0755 -0.2528 -0.1616 -0.94 3.30 -0.80 -0.03
P 0.1762 -0.1195 2.1548 0.73 0.44 2.48 0.88
P 1.8615 1.4094 -0.3814 1.43 1.06 -0.67 0.34
P -1.3711 -1.9717 -0.2147 -2.31 -2.43 0.03 0.48
H 3.4113 -2.5692 -6.6734 -0.21 0.21 -0.86 0.45
C 2.4098 -2.7947 -7.0712 -0.30 0.67 -0.68 -0.72
C 1.4429 -1.8494 -6.9829 0.51 -0.80 -0.51 -0.45
H 1.6861 -0.7859 -6.8607 0.13 -0.50 0.64 0.30
C 1.4056 -1.2343 2.9684 0.00 -0.08 -0.21 -1.40
C 0.5978 1.4981 2.9057 -0.11 0.14 -0.02 -0.78
C -1.3749 -0.5705 3.0139 -0.34 0.02 -0.14 -0.68
C 2.6653 1.4611 -2.0225 0.08 0.09 0.19 -1.08
C 1.5926 3.1853 -0.0397 -0.83 0.10 0.01 -1.28
C 3.3230 1.1465 0.7053 0.00 -0.69 0.17 -1.32
C -1.5442 -2.6017 -1.9179 0.14 0.12 -0.24 -1.15
C -3.1237 -1.7988 0.3239 -0.04 0.36 0.02 -0.90
C -0.8789 -3.4533 0.7490 0.29 -0.06 -0.09 -1.09
H 2.3404 -3.7821 -7.5799 -0.53 0.61 0.96 0.28
H 0.3682 -2.0511 -7.0121 0.37 -0.14 -0.88 0.30
H 1.3940 -1.0805 4.0569 -0.14 0.06 -0.31 0.56
H 2.4204 -1.0370 2.5976 -0.27 0.01 0.17 0.35
H 1.1807 -2.2871 2.7548 0.02 0.24 0.10 0.40
H 0.5920 1.4144 4.0027 0.01 -0.08 -0.32 0.65
H -0.1414 2.2499 2.6134 0.09 -0.14 0.12 -0.19
H 1.5782 1.8595 2.5826 -0.25 -0.18 0.21 0.28
H -1.3181 -0.2985 4.0803 0.15 -0.06 -0.39 0.62
H -1.5691 -1.6482 2.9381 0.12 0.32 0.08 0.50
H -2.2270 -0.0434 2.5641 0.21 -0.09 0.16 -0.32
H 3.5061 2.1601 -1.9489 -0.05 -0.21 -0.20 0.60
H 1.9484 1.8223 -2.7714 0.20 -0.03 0.15 0.34
H 3.0097 0.4583 -2.3048 0.07 0.30 0.06 0.37
H 2.5874 3.6600 -0.0416 -0.28 -0.30 -0.11 0.81
H 1.1282 3.3521 0.9417 0.10 -0.06 -0.34 0.33
H 0.9675 3.6420 -0.8179 0.13 -0.11 0.21 0.22
H 3.9885 2.0012 0.5224 -0.18 -0.22 -0.07 0.64
H 3.8381 0.2170 0.4371 0.00 0.27 0.06 0.34
H 3.0898 1.1192 1.7749 0.04 -0.03 -0.36 0.34
H -2.3606 -3.3381 -1.9479 0.28 0.16 0.02 0.58
H -0.6051 -3.0641 -2.2514 -0.28 0.08 0.07 0.31
H -1.7889 -1.7728 -2.5979 0.01 -0.25 0.16 0.34
H -3.6448 -2.7524 0.1313 0.30 0.32 0.00 0.66
H -3.6199 -0.9835 -0.2259 0.13 -0.37 0.18 0.10
H -3.1814 -1.5799 1.4006 -0.02 -0.10 -0.49 0.37
H -1.6236 -4.2380 0.5717 0.10 0.16 0.00 0.58
H -0.8354 -3.2596 1.8256 -0.06 0.02 -0.23 0.27
H 0.1039 -3.8192 0.4335 -0.24 -0.02 0.03 0.26
C 2.2898 -2.4773 -1.7563 -0.19 0.62 1.07 0.79
C 1.8612 -1.9115 -2.9536 -0.02 -0.42 -0.59 -0.74
C 2.1260 -2.6042 -4.1187 -0.78 1.40 0.56 -0.26
C 2.7876 -3.8260 -4.1561 0.27 -0.09 0.50 -0.27
C 3.3054 -4.3386 -2.9551 -0.10 0.15 0.37 -0.79
C 3.0650 -3.6550 -1.7646 0.25 -0.58 -0.01 -0.76
Se 1.8523 -1.7057 -0.0782 2.70 -2.73 -1.02 0.20
H 0.7475 0.4536 -1.5084 -0.55 0.15 1.09 0.22
H 1.3178 -0.9666 -2.9866 0.08 -0.31 -0.04 0.52
H 1.7730 -2.1239 -5.0153 0.11 -0.39 0.00 0.07
H 2.8987 -4.3237 -5.1203 0.10 -0.02 0.35 0.46
H 3.8854 -5.2569 -2.9367 -0.12 0.13 -0.02 0.44
H 3.4340 -4.0184 -0.8068 0.04 -0.12 -0.31 0.49
C -2.1857 5.3785 3.3438 -0.03 -0.12 -0.05 -0.68
C -2.6697 4.1022 3.6430 0.15 -0.09 -0.13 -1.14
C -2.4841 3.0536 2.7358 -0.10 0.29 -0.18 0.44
C -1.9370 3.3068 1.4653 0.73 -0.45 0.71 0.18
C -1.3776 4.5687 1.2177 -0.20 -0.09 -0.19 -0.16
C -1.5187 5.6053 2.1401 -0.04 -0.24 0.07 -1.02
As -1.8584 1.8603 0.0783 -1.29 1.98 -0.46 2.09
C -3.8024 1.5170 -0.0729 -0.16 -1.06 0.19 0.22
C -4.3361 1.3745 -1.3624 0.06 0.09 0.11 -0.30
C -5.6862 1.0739 -1.5429 0.04 -0.03 0.28 -0.82
C -6.5003 0.8480 -0.4300 0.09 -0.10 0.08 -0.62
C -5.9654 0.9172 0.8590 0.24 0.07 0.01 -1.03
C -4.6153 1.2396 1.0387 0.00 0.03 -0.30 -0.02
C -1.8695 3.1486 -1.4313 0.25 -0.41 -0.26 -0.39
C -2.8207 4.1759 -1.3576 0.11 0.24 -0.02 -0.45
C -2.8100 5.2034 -2.2978 0.13 -0.37 -0.08 -0.82
C -1.9028 5.1576 -3.3557 0.33 -0.15 -0.08 -0.75
C -1.0062 4.0991 -3.4768 0.17 -0.59 0.12 -0.60
C -0.9900 3.0741 -2.5207 -0.45 0.33 0.55 0.02
H -2.3065 6.1898 4.0584 -0.05 -0.17 -0.16 0.43
H -3.2010 3.9169 4.5787 0.30 0.05 -0.23 0.48
H -2.7665 2.0441 3.0352 -0.09 0.38 -0.09 0.12
H -0.8750 4.7680 0.2730 -0.20 0.04 0.21 0.46
H -1.1273 6.5924 1.8980 -0.04 -0.24 0.12 0.48
H -3.6971 1.5250 -2.2301 -0.19 0.05 0.09 0.39
H -6.1017 1.0184 -2.5484 0.12 -0.03 0.25 0.44
H -7.5476 0.5815 -0.5631 0.22 0.14 0.01 0.43
H -6.5876 0.7195 1.7380 0.20 0.08 -0.41 0.46
H -4.2091 1.2681 2.0470 -0.24 0.05 -0.25 0.20
H -3.5529 4.2072 -0.5477 0.29 -0.02 -0.22 0.45
H -3.5008 6.0361 -2.2122 0.01 -0.17 -0.01 0.49
H -1.8792 5.9407 -4.1037 -0.09 0.02 0.09 0.44
H -0.3024 4.0244 -4.3052 -0.28 0.24 0.07 0.47
H -0.3176 2.2132 -2.6027 -0.10 0.36 -0.12 0.25
```
Forces are in eV/Å.

Molecular formula: C35H52NO8P
Method: DFT, ωB97M-V with the def2-TZVPD basis set

Net charge = -2
Frontier orbital gap = 2.648 eV
E_HOMO = -0.7 eV
Relative energy (zero: lowest compared OMol25 entry of this formula, charge and spin) = 0.0 kcal per mole

```
97
Properties=species:S:1:pos:R:3:forces:R:3:mulliken_charge:R:1
C -2.3990 4.9221 4.0527 0.53 0.30 -0.12 -1.61
C -2.4115 4.8911 2.5337 0.13 -0.96 0.45 0.43
C -3.5581 4.0538 1.9716 -0.35 1.02 -0.48 -0.93
C -3.2659 3.4878 0.5812 -0.16 -0.26 0.45 -1.25
C -2.7442 2.0492 0.5983 0.26 0.56 -0.90 0.79
C -3.8252 1.0428 0.3070 -0.60 -0.06 1.12 -0.81
C -3.4715 -0.3911 0.6705 0.32 -0.26 -0.68 -1.72
C -2.0573 -0.8360 0.2905 0.17 -0.22 -0.24 1.32
C -1.9362 -1.2605 -1.1872 -0.83 0.07 0.37 0.11
C -1.6369 -2.7461 -1.3348 0.63 -0.04 -0.59 -1.16
C -0.1428 -3.1682 -1.2905 -0.32 0.36 0.50 -1.21
C 0.9000 -2.0747 -0.9882 -0.07 -0.88 -0.48 3.08
C 2.2680 -2.7706 -0.7844 -0.60 0.40 0.35 -1.22
C 3.1583 -2.2438 0.3515 -0.60 -0.42 -0.52 -2.01
C 3.6960 -0.8154 0.2186 0.18 -0.87 -0.04 1.78
C 4.2773 -0.6889 -1.2151 0.41 -0.20 0.20 -0.48
C 5.5048 0.1975 -1.3773 -0.01 0.57 -0.40 -1.65
C 4.9238 -0.6435 1.1753 0.36 -1.44 1.02 -0.01
O 5.5335 -1.6920 1.5500 -0.35 -0.13 -0.62 -0.84
O 5.2296 0.4918 1.4936 0.22 1.97 -0.05 -0.60
N 2.5563 0.1001 0.4848 0.58 1.36 -0.13 1.25
C 2.0406 0.1455 1.8686 -0.66 -0.56 1.11 -0.61
O 2.5753 0.7884 2.7799 0.39 0.33 -0.72 -0.72
O 0.9963 -0.5307 2.0049 -1.27 -0.69 -0.11 -0.55
P 2.6361 1.6054 -0.2946 2.34 -0.12 -1.03 -0.30
C 2.4265 3.0064 0.8650 -1.28 -0.08 0.31 -1.53
C 1.0277 3.2910 1.4410 0.21 0.37 -0.32 -0.41
C 1.3186 1.6219 -1.6206 -0.80 0.65 0.38 1.21
C 0.6278 2.9830 -1.8371 -0.26 -0.42 0.31 -1.46
H -1.4854 5.4028 4.3900 0.15 0.18 0.15 0.41
H -2.3578 3.9144 4.4468 -0.24 -0.24 0.16 0.40
H -3.2277 5.4788 4.4798 -0.31 -0.08 0.07 0.37
H -2.4374 5.9029 2.1495 0.01 0.23 -0.31 0.39
H -1.4810 4.4252 2.2129 0.23 0.11 -0.08 -0.26
H -4.4023 4.7359 1.8645 -0.36 -0.01 0.19 0.43
H -3.8697 3.2921 2.6791 0.07 -0.34 0.08 0.36
H -4.1814 3.5278 -0.0075 -0.08 -0.04 -0.24 0.52
H -2.5474 4.1404 0.1004 0.20 0.22 -0.19 0.39
H -2.2286 1.8373 1.5276 0.16 -0.11 0.25 0.48
H -2.0192 1.9620 -0.2063 0.45 -0.12 0.08 -0.66
H -4.6900 1.3237 0.9158 -0.29 0.00 -0.02 0.44
H -4.1651 1.1268 -0.7200 0.12 0.02 -0.37 0.28
H -4.1547 -1.0380 0.1189 -0.21 -0.24 0.06 0.41
H -3.6539 -0.6115 1.7169 0.04 0.31 0.37 0.42
H -1.8420 -1.7163 0.8809 0.20 -0.21 0.22 -0.45
H -1.2768 -0.1266 0.5475 0.00 0.20 0.23 -0.03
H -2.9288 -1.1117 -1.6195 -0.11 0.16 -0.28 1.03
H -1.2638 -0.6189 -1.7473 0.32 -0.02 -0.05 -1.07
H -2.1663 -3.2730 -0.5487 -0.20 -0.09 0.17 0.32
H -2.0674 -3.0980 -2.2735 -0.06 -0.04 -0.19 0.42
H 0.1127 -3.6996 -2.2058 0.14 -0.02 -0.25 0.31
H -0.0427 -3.9016 -0.4949 0.01 -0.23 0.15 0.36
H 0.9744 -1.4178 -1.8522 -0.04 0.36 0.06 -0.96
H 0.5943 -1.5023 -0.1174 0.20 0.12 0.20 -0.67
H 2.7704 -2.8154 -1.7489 0.27 0.03 -0.10 0.23
H 2.0385 -3.8041 -0.5227 0.11 -0.27 0.03 0.86
H 3.9784 -2.9406 0.4529 0.47 0.11 0.04 0.57
H 2.5723 -2.3589 1.2578 -0.07 0.25 0.33 0.41
H 3.5132 -0.4370 -1.9449 -0.29 0.19 -0.03 -0.14
H 4.6017 -1.6947 -1.4713 0.00 -0.26 -0.09 0.47
H 5.3666 1.1259 -0.8501 0.04 0.26 0.28 0.25
H 5.6785 0.4747 -2.4208 -0.11 -0.21 -0.28 0.48
H 6.4164 -0.2634 -1.0141 0.06 -0.23 0.25 0.39
H 3.1009 2.8720 1.6987 0.42 -0.53 -0.03 0.53
H 2.7892 3.8807 0.3359 0.03 0.16 -0.34 0.81
H 0.9365 2.9643 2.4657 0.00 -0.20 0.29 0.46
H 0.8444 4.3616 1.3758 -0.19 0.30 0.23 0.38
H 0.2502 2.8202 0.8559 -0.30 -0.26 -0.09 -0.37
H 1.8200 1.3755 -2.5450 0.46 -0.25 -0.04 0.32
H 0.5752 0.8371 -1.4868 -0.18 -0.12 0.25 -1.05
H 1.1785 3.8099 -1.4028 0.20 0.18 -0.01 0.40
H -0.3421 2.9558 -1.3500 -0.22 0.24 0.13 0.15
H 0.4468 3.2044 -2.8848 0.04 0.04 -0.29 0.41
C -0.5427 -0.0795 -4.7180 -0.10 0.05 0.00 0.21
C -1.4985 -0.1454 -5.6418 0.05 -0.01 -0.01 -0.46
C -1.2555 -0.7831 -6.9573 -0.05 0.02 0.05 0.33
O -2.1266 -0.8423 -7.8038 0.02 -0.01 -0.04 -0.61
C 0.0942 -1.3485 -7.2071 0.03 0.00 0.01 -0.42
C 1.0521 -1.2849 -6.2868 -0.03 -0.02 -0.07 -0.51
C 0.8095 -0.6445 -4.9668 -0.10 0.03 0.12 0.24
O 1.6714 -0.5843 -4.1254 0.20 -0.08 -0.13 -0.38
H -0.6974 0.3819 -3.7492 0.08 -0.03 0.01 0.28
H -2.4895 0.2590 -5.4795 -0.01 -0.02 -0.03 0.44
H 0.2488 -1.8105 -8.1743 -0.04 0.01 -0.01 0.38
H 2.0429 -1.6905 -6.4486 0.01 0.01 0.06 0.44
C -1.6099 -5.2259 3.9800 -0.02 -0.06 -0.01 -0.42
C -1.3006 -5.1127 5.2665 -0.02 -0.05 0.02 -0.48
C -0.7718 -3.8391 5.8230 0.09 0.14 -0.03 0.31
O -0.4929 -3.7497 7.0032 -0.08 -0.07 0.03 -0.60
C -0.6044 -2.7030 4.8904 -0.05 -0.04 0.04 -0.50
C -0.9140 -2.8114 3.5994 -0.05 0.20 -0.22 0.27
C -1.4419 -4.0820 3.0426 0.11 0.12 0.03 0.32
O -1.7329 -4.2000 1.8709 -0.09 -0.08 0.04 -0.49
H -1.9956 -6.1445 3.5542 0.01 0.02 -0.04 0.41
H -1.4162 -5.9322 5.9657 0.03 0.03 0.03 0.38
H -0.2169 -1.7841 5.3111 0.07 0.00 -0.05 0.51
H -0.7872 -1.9819 2.9052 0.24 -0.05 0.03 0.27
```
Forces are in eV/Å.